C41H49BaN10O5S2 as an isolated structure, computed with ωB97M-V/def2-TZVPD.

Values from the calculation:
- Frontier orbital gap: 6.194 eV
- HOMO: -3.92 eV
- E: -90817.9641 eV
- Net charge: -1
- Relative energy (zero: lowest compared OMol25 entry of this formula, charge and spin): 0.0 kcal per mole
- Largest force on an atom: 0.011 hartree/bohr

Last column: Löwdin charge in e.
Cartesian coordinates (Å):
Ba 0.2291 -1.0090 -0.2843  1.825
C 2.1998 3.1097 -0.3880  -0.197
C 0.9281 3.5018 0.3731  -0.170
C -0.1028 2.3898 0.6307  -0.267
N -0.3819 1.6286 -0.5674  -0.113
C -1.1898 2.0697 -1.4892  -0.271
C -2.0914 3.1602 -1.3196  -0.053
C -2.9109 3.8297 -2.2125  -0.138
C -3.0091 3.7512 -3.5941  -0.162
C -2.2503 2.8887 -4.3915  -0.131
C -1.4418 1.8356 -4.0437  -0.047
C -1.1823 1.2331 -2.7601  -0.260
N -0.8372 -0.0030 -2.6085  -0.083
C -0.8389 -0.9243 -3.7266  -0.249
C 0.5601 -1.1719 -4.3128  -0.172
C 1.4368 -2.1362 -3.4889  -0.259
N 2.0561 -1.5237 -2.3228  -0.102
C 3.1821 -0.8820 -2.4742  -0.257
C 3.8381 -0.7005 -3.7342  -0.049
C 5.1549 -0.4100 -4.0381  -0.126
C 6.2485 -0.1730 -3.2154  -0.156
C 6.1792 -0.0245 -1.8309  -0.128
C 5.0937 0.0101 -0.9853  -0.053
C 3.6940 -0.1800 -1.2300  -0.266
N 2.7597 0.1651 -0.4006  -0.082
C 3.0462 0.9648 0.7701  -0.265
C 3.3077 2.4367 0.4272  -0.169
H 2.6145 4.0237 -0.8229  0.104
H 1.9305 2.4667 -1.2291  0.103
H 0.4155 4.2831 -0.1960  0.103
H 1.2022 3.9493 1.3380  0.103
H -0.9936 2.8422 1.0874  0.098
H 0.2800 1.7000 1.3875  0.058
H -2.1737 3.5037 -0.2954  0.084
H -3.5479 4.5782 -1.7465  0.093
H -3.6643 4.4525 -4.0954  0.074
H -2.3243 3.0594 -5.4633  0.093
H -0.9687 1.3256 -4.8738  0.087
H -1.5381 -0.6070 -4.5081  0.101
H -1.2172 -1.8862 -3.3563  0.106
H 1.0771 -0.2155 -4.4294  0.108
H 0.4360 -1.6000 -5.3136  0.108
H 2.1863 -2.6040 -4.1401  0.101
H 0.7854 -2.9492 -3.1447  0.103
H 3.2087 -0.8748 -4.5960  0.076
H 5.3668 -0.3989 -5.1048  0.093
H 7.2176 -0.0595 -3.6844  0.075
H 7.1319 0.1522 -1.3369  0.092
H 5.3295 0.2531 0.0446  0.086
H 3.8762 0.5646 1.3704  0.107
H 2.1721 0.9234 1.4245  0.045
H 4.2434 2.4871 -0.1365  0.101
H 3.4682 2.9897 1.3617  0.108
C -0.6448 -5.7944 2.3732  -0.030
O 0.6094 -5.5580 1.7153  -0.025
C 0.9091 -4.2538 1.5792  -0.580
O 0.2588 -3.3542 2.0587  0.004
N 2.0268 -4.0973 0.8206  0.019
N 2.5120 -2.7971 0.6580  -0.007
H -0.7971 -6.8692 2.3294  0.089
H -1.4510 -5.2668 1.8665  0.078
H -0.5960 -5.4641 3.4103  0.093
H 2.6406 -4.8894 0.7118  0.149
H 2.8838 -2.6785 -0.2782  0.061
H 3.1817 -2.5450 1.3790  0.071
N -6.6174 0.1784 -3.0611  0.085
C -5.7053 -0.4711 -2.2221  -0.320
C -5.9816 -1.7444 -1.7219  -0.038
C -5.0943 -2.3740 -0.8639  -0.057
C -3.9210 -1.7370 -0.4994  -0.289
C -3.6506 -0.4607 -0.9745  -0.058
C -4.5319 0.1719 -1.8298  -0.005
S -2.7149 -2.5562 0.5099  0.544
O -1.6556 -2.9777 -0.4118  -0.495
O -3.3678 -3.6255 1.2200  -0.311
N -2.0300 -1.4275 1.3887  -0.216
C -2.7650 -0.6607 2.2222  -0.461
N -4.0914 -0.8590 2.3548  0.133
C -4.7577 -0.0220 3.1350  -0.140
C -4.1595 1.0204 3.8138  -0.079
C -2.7867 1.1270 3.6420  -0.161
N -2.0759 0.3200 2.8776  0.113
H -7.1778 -0.4406 -3.6251  0.079
H -6.2087 0.9156 -3.6151  0.083
H -6.9035 -2.2406 -2.0053  0.104
H -5.3097 -3.3585 -0.4699  0.111
H -2.7480 0.0587 -0.6793  0.083
H -4.2994 1.1673 -2.1955  0.106
H -5.8273 -0.1943 3.2189  0.105
H -4.7189 1.6991 4.4403  0.087
H -2.2327 1.9102 4.1577  0.099
C 0.4184 -1.5569 4.5753  -0.208
S 1.5664 -0.9650 3.3293  0.879
O 2.8262 -1.7498 3.4891  -0.516
C 1.8872 0.6456 4.0562  -0.387
C 3.1600 0.9414 4.5092  -0.073
C 3.4268 2.2185 4.9853  -0.080
C 2.4274 3.1824 4.9961  -0.092
C 1.1544 2.8730 4.5307  -0.077
C 0.8786 1.6001 4.0540  -0.094
H 0.9213 -1.5579 5.5415  0.065
H 0.1286 -2.5578 4.2637  0.039
H -0.4537 -0.9043 4.5728  0.041
H 3.9190 0.1700 4.4664  0.106
H 4.4207 2.4630 5.3383  0.100
H 2.6421 4.1802 5.3571  0.098
H 0.3801 3.6301 4.5236  0.104
H -0.0960 1.3402 3.6581  0.064

C41H49ClCsIN2O2P2 as an isolated structure, computed with ωB97M-V/def2-TZVPD.

Values from the calculation:
- Frontier orbital gap: 4.998 eV
- HOMO: -1.30 eV
- E: -90138.4291 eV
- Net charge: -2
- Relative energy (zero: lowest compared OMol25 entry of this formula, charge and spin): 0.8 kcal per mole
- Largest force on an atom: 0.015 hartree/bohr

Last column: Löwdin charge in e.
Cartesian coordinates (Å):
Cs 0.1491 -0.3309 1.6253  0.919
C 3.3811 -1.0241 2.5553  -0.257
C 3.5131 0.3690 2.4307  -0.254
C 2.8309 0.9658 3.5041  -0.256
C 2.2769 -0.0587 4.2912  -0.257
C 2.6168 -1.2872 3.7046  -0.266
H 3.7826 -1.7636 1.8722  0.062
H 4.0521 0.8897 1.6479  0.064
H 2.7553 2.0298 3.6997  0.062
H 1.6764 0.0773 5.1829  0.070
H 2.3171 -2.2641 4.0640  0.069
C 1.9150 3.1887 0.3055  -0.132
C 0.5792 3.7868 -0.1447  -0.558
C 0.8264 5.0605 -0.9487  -0.125
P -0.4031 2.3666 -0.8610  1.052
C -2.0915 3.0583 -1.2868  -0.552
C -3.0001 1.8358 -1.4655  -0.147
C -2.3188 4.0102 -2.4602  -0.135
C 0.4069 2.0141 -2.4563  -0.292
C 0.5428 2.9376 -3.4933  -0.096
C 1.2049 2.6664 -4.6811  -0.314
C 1.3086 3.6871 -5.7828  -0.085
C 1.7576 1.3877 -4.8134  -0.076
C 1.6627 0.4482 -3.8175  -0.040
C 0.9863 0.7090 -2.5870  -0.336
N 0.8047 -0.2053 -1.6227  -0.022
C 1.6041 -1.3081 -1.5087  -0.382
C 3.0070 -1.2832 -1.6230  -0.032
C 3.7698 -2.4028 -1.3610  -0.064
C 3.1844 -3.6059 -0.9734  -0.301
C 4.0214 -4.8040 -0.6128  -0.072
C 1.7992 -3.6437 -0.8688  -0.067
C 1.0005 -2.5365 -1.1364  -0.341
P -0.8140 -2.4509 -0.9239  1.027
C -1.4146 -2.0853 -2.6575  -0.545
C -0.6685 -2.7195 -3.8258  -0.106
C -2.9236 -2.2936 -2.7664  -0.136
C -1.2443 -4.2301 -0.5549  -0.561
C -2.6454 -4.3100 0.0565  -0.135
C -1.0600 -5.2772 -1.6499  -0.128
H 2.5471 3.9586 0.7571  0.075
H 2.4501 2.7725 -0.5528  0.078
H 1.7969 2.3892 1.0376  0.033
H 0.0060 4.0540 0.7538  0.084
H 1.4281 4.8494 -1.8332  0.065
H 1.3844 5.7789 -0.3388  0.068
H -0.0973 5.5461 -1.2656  0.049
H -2.3901 3.5691 -0.3614  0.098
H -2.6717 1.2481 -2.3280  0.071
H -4.0365 2.1394 -1.6421  0.070
H -2.9701 1.1799 -0.5957  0.043
H -2.1080 3.5064 -3.4048  0.069
H -1.7044 4.9093 -2.4149  0.045
H -3.3676 4.3246 -2.4806  0.067
H 0.1181 3.9266 -3.3716  0.077
H 0.9599 4.6628 -5.4381  0.064
H 0.7066 3.4163 -6.6567  0.064
H 2.3391 3.8099 -6.1291  0.064
H 2.2732 1.1265 -5.7350  0.101
H 2.0970 -0.5326 -3.9647  0.096
H 3.4889 -0.3471 -1.8783  0.112
H 4.8516 -2.3354 -1.4301  0.103
H 4.9919 -4.7701 -1.1118  0.064
H 3.5290 -5.7363 -0.8997  0.066
H 4.2086 -4.8496 0.4636  0.075
H 1.3404 -4.5795 -0.5641  0.091
H -1.2255 -1.0088 -2.7001  0.073
H -0.8686 -3.7891 -3.9109  0.053
H 0.4083 -2.5837 -3.7248  0.064
H -0.9781 -2.2460 -4.7634  0.073
H -3.1886 -3.3536 -2.7866  0.053
H -3.3000 -1.8448 -3.6907  0.070
H -3.4516 -1.8316 -1.9294  0.065
H -0.5450 -4.4621 0.2555  0.092
H -3.4177 -4.0662 -0.6777  0.055
H -2.7502 -3.6158 0.8907  0.057
H -2.8445 -5.3222 0.4225  0.070
H -1.8124 -5.1607 -2.4322  0.056
H -1.1762 -6.2846 -1.2359  0.070
H -0.0763 -5.2128 -2.1184  0.061
Cl -2.5112 1.1929 8.8894  0.598
C -2.2082 0.4904 7.3069  -0.631
C -2.3820 -0.8557 7.1298  -0.215
C -2.1498 -1.4422 5.8918  -0.656
I -2.4351 -3.4966 5.6767  0.820
C -1.7097 -0.7342 4.7479  -0.506
O -1.4778 -1.2628 3.6369  -0.339
C -1.5636 0.7171 4.9689  -0.147
N -1.2034 1.4529 3.8971  0.085
C -1.0378 2.7426 4.0290  -0.148
C -1.2207 3.4253 5.2437  -0.067
C -1.6053 2.7089 6.3417  -0.049
C -1.7988 1.3137 6.2345  -0.186
H -2.7029 -1.4660 7.9636  0.079
H -0.7343 3.2854 3.1372  0.095
H -1.0561 4.4937 5.3004  0.093
H -1.7592 3.1925 7.2972  0.075
O -4.0794 0.0564 2.3278  0.041
C -3.4586 -0.6537 1.7097  0.002

C41H49CuN3OSi as an isolated structure at a distorted geometry, computed with ωB97M-V/def2-TZVPD.

Values from the calculation:
- Frontier orbital gap (alpha / beta): 5.137 / 5.138 eV
- HOMO (alpha / beta): -3.67 / -3.67 eV
- E: -102339.6067 eV
- Net charge: -1
- Relative energy (zero: lowest compared OMol25 entry of this formula, charge and spin): 204.6 kcal per mole
- Largest force on an atom: 0.130 hartree/bohr

Last column: Löwdin charge in e.
Cartesian coordinates (Å):
Cu -0.4488 0.4211 -0.7222  0.244
C 0.2147 1.1853 1.0978  -0.249
Si 0.2050 0.2261 2.5410  0.521
C 1.8407 -0.3541 3.2666  -0.254
N 2.7899 -0.8185 2.3188  -0.198
C 4.1666 -0.8739 2.8611  -0.192
C 5.0228 -1.5170 1.8207  -0.163
C 4.5976 -3.0119 1.6346  -0.166
C 3.1282 -3.1794 1.7467  -0.208
C 2.4718 -1.9145 1.4488  -0.213
C -0.5646 1.1751 4.0392  -0.179
C -0.3258 0.8546 5.4180  -0.085
C -0.9958 1.5136 6.3676  -0.105
C -2.0026 2.4594 6.0727  -0.117
C -2.2968 2.7038 4.7987  -0.108
C -1.5389 2.1282 3.7633  -0.079
C -0.9870 -1.3043 2.4150  -0.164
C -0.8808 -2.3218 3.3936  -0.126
C -1.7234 -3.3364 3.3914  -0.162
C -2.7067 -3.5752 2.4962  -0.117
C -2.7974 -2.6883 1.4659  -0.101
C -2.0611 -1.4755 1.4262  -0.039
H 1.1263 1.5335 0.5209  0.012
H -0.9062 1.4746 1.3192  0.012
H 1.8227 -1.0426 4.1346  0.094
H 2.2518 0.4552 3.5931  0.020
H 4.1150 -1.1843 3.9014  0.108
H 4.5369 0.2035 2.9989  0.135
H 5.9993 -1.3982 2.0645  0.069
H 5.0004 -0.8613 0.9941  0.093
H 5.1183 -3.5673 2.2558  0.046
H 4.9841 -3.3280 0.5986  0.128
H 3.0325 -3.5101 2.7654  0.119
H 2.7065 -3.8701 1.0574  0.092
H 1.3770 -1.9147 1.1625  0.107
H 2.5251 -1.6740 0.0927  0.172
H 0.3890 0.1598 5.5185  0.047
H -0.8875 1.2905 7.3914  0.081
H -2.5911 2.8673 6.8778  0.094
H -3.0524 3.4305 4.6140  0.092
H -1.8072 2.3296 2.7630  0.043
H -0.1720 -2.5144 4.1088  0.073
H -1.5743 -4.0968 4.1278  0.097
H -3.3962 -4.3729 2.5514  0.088
H -3.4910 -2.7840 0.6168  0.104
H -2.1527 -0.7266 0.6322  0.065
C 2.6199 3.3946 -2.5182  -0.050
C 3.8495 2.6710 -2.1170  -0.052
C 3.7470 1.3055 -1.8641  -0.020
C 2.4143 0.6710 -1.9657  -0.134
N 1.1794 1.4730 -2.2178  0.123
C 1.4067 2.7653 -2.4029  -0.190
C 2.1244 -0.7153 -2.0808  -0.190
C 3.1721 -1.6556 -2.4551  -0.007
C 3.0986 -3.0335 -2.1272  -0.103
C 1.9277 -3.5059 -1.6465  -0.077
C 0.8277 -2.5815 -1.6640  -0.167
N 0.8453 -1.3045 -1.7150  0.102
H 2.5505 4.5699 -2.5336  0.132
H 4.7841 3.1657 -1.9791  0.082
H 4.4300 0.7740 -1.2196  0.096
H 0.5087 3.3083 -2.2745  0.104
H 4.1010 -1.3722 -2.8758  0.087
H 4.0303 -3.5847 -2.0309  0.106
H 1.7266 -4.5034 -1.2413  0.110
H -0.1509 -2.8151 -1.1791  0.134
C -2.0837 -1.5177 -4.7846  -0.094
C -1.7058 -0.0933 -5.1526  -0.365
C -0.1490 0.1698 -5.1024  -0.067
C -2.3383 1.0256 -4.3487  -0.139
C -2.9060 2.1168 -5.0029  -0.071
C -3.5419 3.2207 -4.3882  -0.107
C -3.6513 3.1601 -3.0105  -0.059
C -3.1788 2.0658 -2.2570  -0.137
C -3.2333 1.9562 -0.7121  -0.396
C -4.6283 1.2979 -0.3193  -0.068
C -2.9343 3.1778 0.0431  -0.079
C -2.4335 1.0796 -2.9056  -0.287
O -1.8000 0.1847 -2.1366  -0.211
H -1.3385 -2.2095 -5.2410  0.069
H -3.1312 -1.8192 -5.2090  0.096
H -2.1666 -1.7574 -3.6820  0.078
H -1.9487 -0.0102 -6.2210  0.120
H 0.3998 -0.1464 -4.1589  0.063
H 0.1706 1.3028 -5.2720  0.114
H 0.3303 -0.3029 -5.8809  0.013
H -2.7267 2.3657 -6.0316  0.089
H -4.0124 3.9632 -4.8934  0.045
H -4.2859 3.6897 -2.4243  0.065
H -2.5259 1.1363 -0.4921  0.064
H -5.7614 1.8654 -0.6967  0.144
H -4.5158 1.1087 0.8050  0.077
H -4.6237 0.4241 -0.9575  0.043
H -3.6049 3.9286 -0.1269  0.044
H -1.9641 3.5108 -0.1712  0.067
H -2.9657 2.8842 1.1165  0.075

A 2-piece molecular cluster, C41H49N4 overall at a distorted geometry, computed with ωB97M-V/def2-TZVPD.

Values from the calculation:
- Frontier orbital gap: 3.958 eV
- HOMO: -8.95 eV
- E: -49263.8397 eV
- Net charge: +1
- Largest force on an atom: 0.024 hartree/bohr

Last column: Löwdin charge in e.
Cartesian coordinates (Å):
C -2.7960 0.6696 5.6475  -0.052
C -1.5344 0.6418 4.8430  -0.267
C -0.6085 -0.3883 5.0248  -0.005
C 0.5830 -0.4227 4.2998  -0.195
C 1.5560 -1.5178 4.6002  -0.042
C 0.8216 0.5874 3.3502  -0.140
N 2.0173 0.5558 2.5984  0.017
C 2.0801 0.8154 1.2361  -0.269
C 0.9957 0.7995 0.4008  0.028
N 3.3948 1.1808 1.0045  0.027
C 3.8081 1.9275 -0.1298  -0.139
C 4.1330 3.2881 0.0086  -0.178
C 4.1964 3.9737 1.3414  -0.028
C 4.4082 4.0198 -1.1502  0.001
C 4.3813 3.4179 -2.4101  -0.264
C 4.5380 4.2634 -3.6358  -0.052
C 4.2187 2.0331 -2.5001  0.007
C 3.9093 1.2756 -1.3632  -0.202
C 3.7917 -0.2123 -1.4265  -0.035
C 4.1262 1.0449 2.1722  -0.041
C 3.2828 0.6687 3.1504  -0.038
C -0.0155 1.7156 3.2734  -0.196
C 0.3900 2.9907 2.5934  -0.031
C -1.2400 1.6714 3.9482  -0.006
H -3.4224 1.5128 5.3459  0.076
H -3.3717 -0.2546 5.5173  0.086
H -2.5817 0.7727 6.7201  0.091
H -0.8002 -1.1776 5.7571  0.131
H 2.4504 -1.5004 3.9797  0.061
H 1.8717 -1.4430 5.6509  0.098
H 1.0709 -2.4964 4.4869  0.087
H 1.1790 0.8406 -0.6595  0.061
H 0.0465 0.6213 0.8672  0.004
H 4.5463 5.0003 1.1837  0.083
H 3.2221 4.0420 1.8498  0.077
H 4.9101 3.4881 2.0157  0.074
H 4.6493 5.0825 -1.0582  0.125
H 4.4913 3.6443 -4.5354  0.076
H 3.7423 5.0194 -3.6992  0.089
H 5.4937 4.8044 -3.6324  0.088
H 4.3296 1.5352 -3.4661  0.119
H 3.9081 -0.5434 -2.4634  0.081
H 4.5932 -0.6837 -0.8368  0.096
H 2.8306 -0.5816 -1.0495  0.061
H 5.1757 1.2718 2.2152  0.130
H 3.4601 0.5291 4.2050  0.131
H -0.4357 3.7081 2.6970  0.083
H 1.2721 3.4591 3.0587  0.090
H 0.5862 2.8711 1.5215  0.064
H -1.9469 2.4927 3.8111  0.116
C -7.0053 3.0298 -3.5779  -0.068
N -7.1477 2.0250 -2.5340  -0.251
C -8.4343 1.3558 -2.5937  -0.072
C -6.0205 1.4528 -1.9246  -0.224
C -5.5596 1.9504 -0.6780  0.018
C -4.3014 1.6166 -0.1923  0.001
C -3.4561 0.6929 -0.8824  -0.194
C -2.1551 0.2993 -0.3833  0.070
C -1.6222 -0.9568 -0.7049  -0.060
C -0.7876 -1.7741 0.0591  0.043
C -0.2188 -2.9929 -0.4340  -0.199
C 0.8071 -3.6509 0.3038  0.002
C 1.5083 -4.7053 -0.2451  0.018
C 1.1836 -5.2006 -1.5340  -0.222
N 1.9353 -6.2562 -2.0767  -0.255
C 1.4240 -7.6158 -2.1150  -0.070
C 2.9925 -6.0129 -3.0425  -0.068
C 0.0811 -4.6362 -2.2188  0.018
C -0.6165 -3.5747 -1.6729  0.000
C -3.9853 0.1339 -2.0762  -0.011
C -5.2337 0.4740 -2.5707  0.017
H -6.1309 3.6651 -3.3918  0.093
H -6.9277 2.5724 -4.5778  0.086
H -7.9103 3.6483 -3.5667  0.085
H -8.5995 0.7702 -1.6821  0.092
H -9.1977 2.1415 -2.6746  0.086
H -8.5086 0.7027 -3.4798  0.086
H -6.2040 2.6483 -0.1477  0.124
H -3.9588 2.0710 0.7331  0.116
H -1.6531 0.9668 0.3162  0.108
H -1.9438 -1.3774 -1.6604  0.090
H -0.5404 -1.4699 1.0800  0.121
H 1.0633 -3.2949 1.2998  0.117
H 2.3385 -5.1822 0.2771  0.127
H 0.7659 -7.8032 -1.2584  0.093
H 0.8731 -7.8123 -3.0484  0.085
H 2.2799 -8.3013 -2.0708  0.087
H 3.4412 -5.0308 -2.8548  0.090
H 3.7516 -6.7980 -2.9251  0.088
H 2.6006 -6.0454 -4.0724  0.086
H -0.1969 -5.0415 -3.1947  0.128
H -1.4675 -3.1681 -2.2181  0.110
H -3.3780 -0.5632 -2.6498  0.107
H -5.5930 0.0335 -3.4980  0.125